{"formula": "C5H7N3", "method": "wB97M-V/def2-TZVPD", "relative_energy_kcal_mol": 108.6, "smiles": "C=C=N[C@@H]1C=NNC1", "total_energy_ha": -358.84535, "fmax_ha_per_bohr": 0.098, "lumo_energy_ha": 0.0379, "charge": 0, "species": ["C", "C", "C", "C", "C", "N", "N", "N", "H", "H", "H", "H", "H", "H", "H"], "coordinates": [[-1.142511, -1.185580, -0.331901], [0.907311, -0.711014, 0.625376], [0.251979, 0.401539, 1.508910], [1.461678, 0.199880, -0.512876], [-2.167951, -0.476348, -0.691057], [-0.074604, -1.636670, 0.025425], [0.512885, 1.356721, -0.415508], [-0.071314, 1.416370, 0.795567], [1.557681, -1.338339, 1.031992], [0.051547, 0.168778, 2.485735], [2.415714, 0.681115, -0.157782], [1.412931, -0.404201, -1.541455], [-2.353235, -0.056455, -1.621748], [-3.024472, -0.510389, -0.195676], [0.262361, 2.094592, -1.005002]], "forces_ev_per_angstrom": [[0.490, 0.802, -0.143], [-2.586, 3.756, -2.132], [1.152, -1.305, -3.339], [-0.446, 0.023, -0.610], [1.770, -0.829, -0.963], [-0.432, -0.500, -0.074], [-0.230, -2.021, 1.094], [0.472, 0.195, 0.876], [3.266, -2.009, 2.024], [-1.082, 0.212, 2.216], [-0.218, -1.165, -0.904], [0.529, 1.760, 2.201], [0.610, 0.669, -1.827], [-3.421, -0.256, 2.774], [0.125, 0.668, -1.193]], "mulliken_charge": [0.896, -0.155, -0.314, -0.578, -1.048, -0.706, 0.050, -0.537, 0.538, 0.475, 0.308, 0.309, 0.282, 0.303, 0.177]}

---

{"formula": "C4H9NO", "method": "wB97M-V/def2-TZVPD", "relative_energy_kcal_mol": 15.0, "smiles": "CCN(C)C=O", "total_energy_ha": -287.80848, "fmax_ha_per_bohr": 0.006, "lumo_energy_ha": 0.0328, "charge": 0, "species": ["C", "C", "N", "C", "C", "O", "H", "H", "H", "H", "H", "H", "H", "H", "H"], "coordinates": [[-0.237706, 1.804746, 0.315011], [-0.898630, 0.473827, -0.031834], [0.032617, -0.646365, 0.018222], [0.607886, -1.136572, -1.213681], [0.387090, -1.143602, 1.230071], [-0.035922, -0.735606, 2.296231], [-0.942972, 2.631746, 0.179982], [0.634464, 1.992215, -0.321374], [0.087094, 1.791960, 1.359052], [-1.326307, 0.499238, -1.040305], [-1.709998, 0.267543, 0.672793], [1.155695, -0.345954, -1.742010], [-0.170304, -1.524591, -1.882622], [1.306820, -1.948852, -0.994298], [1.110174, -1.979734, 1.154762]], "forces_ev_per_angstrom": [[0.038, 0.036, 0.035], [-0.129, 0.048, -0.046], [0.045, -0.041, 0.241], [0.067, -0.057, -0.099], [-0.061, 0.048, -0.015], [0.095, -0.114, -0.278], [0.093, -0.130, 0.023], [-0.130, -0.029, 0.063], [-0.023, 0.018, -0.163], [0.063, -0.011, 0.137], [0.099, 0.041, -0.081], [-0.075, -0.106, 0.085], [0.109, 0.063, 0.097], [-0.097, 0.127, -0.022], [-0.093, 0.107, 0.022]], "mulliken_charge": [-0.964, -0.616, 0.131, -0.858, 0.150, -0.576, 0.321, 0.274, 0.295, 0.379, 0.311, 0.293, 0.301, 0.296, 0.264]}

---

{"formula": "C16H31N3O5PtSi2", "method": "wB97M-V/def2-TZVPD", "relative_energy_kcal_mol": 22.7, "total_energy_ha": -1866.46052, "fmax_ha_per_bohr": 0.011, "lumo_energy_ha": [-0.3426, -0.3426], "charge": 2, "species": ["Pt", "O", "C", "O", "C", "C", "N", "N", "C", "C", "O", "O", "H", "H", "H", "C", "N", "C", "C", "C", "O", "H", "H", "H", "H", "H", "H", "H", "H", "H", "C", "Si", "C", "C", "C", "Si", "C", "C", "C", "H", "H", "H", "H", "H", "H", "H", "H", "H", "H", "H", "H", "H", "H", "H", "H", "H", "H", "H"], "coordinates": [[-0.004370, 0.151168, 0.048948], [2.468364, -4.047266, -3.196453], [1.536535, -4.534270, -2.397543], [1.211540, -5.683569, -2.372904], [0.844817, -3.580685, -1.456951], [-0.120154, -4.004015, -0.553002], [-0.557840, -2.931467, 0.123061], [0.084389, -1.837709, -0.296831], [0.929442, -2.205021, -1.249960], [1.710549, -1.091954, -1.855056], [2.555543, -1.278171, -2.686545], [1.394185, 0.110551, -1.392188], [2.612553, -3.090209, -3.110689], [-0.505637, -4.995457, -0.372224], [-1.226859, -2.892877, 0.877827], [3.843321, -0.819843, 3.627302], [2.799343, -0.728214, 2.587757], [3.208346, -0.620829, 1.189743], [1.517507, -0.770282, 2.893796], [1.070917, -0.880326, 4.320694], [0.595098, -0.707635, 2.016605], [4.810826, -0.724487, 3.147138], [3.801807, -1.782829, 4.131341], [3.737235, -0.012868, 4.348627], [4.290470, -0.565655, 1.145020], [2.801718, 0.279140, 0.730750], [2.885951, -1.503433, 0.635939], [1.833481, -1.240710, 5.001112], [0.205494, -1.537526, 4.359476], [0.758205, 0.112410, 4.651723], [-2.336188, 3.132166, -3.095706], [-1.947407, 1.431606, -2.477299], [-0.911264, 0.447630, -3.661793], [-3.427196, 0.484806, -1.864447], [-0.571475, 1.648495, -0.964765], [-1.401169, 2.374088, 0.729418], [-0.059654, 3.035821, 1.824188], [-2.685773, 3.641321, 0.323050], [-2.145177, 0.731952, 1.309761], [-2.866546, 2.993219, -4.044346], [-1.437504, 3.706983, -3.325484], [-2.983135, 3.723669, -2.451472], [-1.448623, 0.470689, -4.616320], [-0.807490, -0.602894, -3.383360], [0.080473, 0.862438, -3.840453], [-3.840564, -0.038440, -2.731637], [-4.210241, 1.135711, -1.473417], [-3.204391, -0.279080, -1.119375], [0.256827, 2.075462, -1.536270], [0.446822, 3.883070, 1.357019], [0.696212, 2.283751, 2.058758], [-0.479957, 3.400106, 2.765310], [-2.255141, 4.478660, -0.225622], [-3.034015, 4.022415, 1.288855], [-3.548596, 3.253993, -0.217010], [-1.547551, -0.212925, 1.334518], [-3.056692, 0.500147, 0.764385], [-2.367356, 0.829151, 2.377015]], "forces_ev_per_angstrom": [[-0.116, 0.057, -0.438], [0.006, -0.250, -0.083], [-0.037, -0.008, 0.063], [0.012, -0.002, -0.002], [-0.035, -0.069, 0.053], [0.055, 0.008, -0.066], [-0.011, 0.044, 0.027], [-0.108, 0.097, -0.166], [-0.007, 0.059, -0.136], [0.057, -0.210, -0.047], [0.028, 0.108, -0.076], [0.137, -0.098, 0.400], [0.009, 0.249, 0.056], [0.028, -0.015, -0.014], [0.032, -0.013, 0.020], [-0.015, 0.045, -0.065], [-0.104, 0.000, 0.119], [0.061, -0.014, 0.029], [0.022, 0.102, -0.037], [0.013, -0.007, -0.064], [0.023, 0.016, 0.186], [0.000, 0.004, 0.007], [0.022, 0.001, 0.012], [0.009, -0.023, 0.026], [-0.003, -0.003, -0.027], [0.007, -0.016, -0.012], [-0.009, 0.026, -0.023], [0.002, -0.032, -0.011], [-0.021, 0.025, 0.026], [-0.018, -0.005, 0.019], [0.036, -0.116, -0.192], [-0.016, 0.336, 0.423], [0.025, -0.058, -0.046], [0.028, 0.027, -0.062], [-0.507, -0.146, -0.223], [0.081, 0.164, -0.180], [-0.103, 0.026, 0.116], [-0.013, -0.140, 0.083], [0.215, 0.024, 0.163], [-0.011, 0.050, 0.002], [0.014, -0.005, 0.028], [0.021, -0.057, 0.030], [0.000, -0.006, -0.005], [-0.031, 0.022, 0.068], [-0.005, 0.044, 0.025], [-0.071, 0.027, -0.002], [-0.004, -0.009, 0.009], [0.061, -0.053, -0.116], [0.159, -0.182, 0.082], [-0.009, -0.007, -0.057], [-0.014, -0.013, 0.001], [-0.015, 0.012, -0.005], [0.006, 0.012, -0.001], [-0.018, 0.038, -0.010], [0.045, -0.015, -0.004], [-0.086, -0.121, 0.081], [0.064, 0.036, -0.005], [0.109, 0.036, 0.021]], "mulliken_charge": [1.412, -0.494, 0.467, -0.516, 0.374, -0.492, -0.418, 0.210, -0.667, 1.219, -0.730, -0.697, 0.385, 0.582, 0.193, -0.995, 0.119, -0.608, 0.387, -1.299, -0.785, 0.308, 0.378, 0.379, 0.405, 0.109, 0.181, 0.443, 0.354, 0.304, -0.991, 0.015, -0.954, -1.000, -0.140, -0.100, -0.951, -1.101, -1.069, 0.389, 0.358, 0.369, 0.474, 0.226, 0.345, 0.461, 0.341, 0.337, 0.971, 0.370, 0.198, 0.393, 0.396, 0.440, 0.346, 0.391, 0.383, 0.598]}

---

{"formula": "C6H8NO", "method": "wB97M-V/def2-TZVPD", "relative_energy_kcal_mol": 35.9, "smiles": "C=[N+]=C/C=C\\C=C\\O", "total_energy_ha": -363.04004, "fmax_ha_per_bohr": 0.070, "lumo_energy_ha": -0.1824, "charge": 1, "species": ["C", "C", "C", "C", "C", "C", "N", "O", "H", "H", "H", "H", "H", "H", "H", "H"], "coordinates": [[-0.787102, -1.737519, -0.133119], [-1.708591, -0.826295, 0.343278], [0.647758, -1.429979, -0.351923], [-1.422203, 0.543493, 0.205426], [0.380307, 2.199246, -0.188654], [1.272942, -0.519330, 0.420065], [-0.422255, 1.254251, -0.086672], [2.514689, -0.166323, 0.244145], [-1.260427, -2.738101, -0.179536], [-2.682834, -0.970371, 0.706644], [1.179715, -1.697377, -1.217560], [-2.388390, 1.167533, 0.098891], [0.621246, 2.657802, -1.185606], [0.473021, 2.957404, 0.597665], [0.724684, -0.206279, 1.332918], [2.857437, -0.488149, -0.605958]], "forces_ev_per_angstrom": [[-0.252, -0.286, 1.277], [3.055, 0.123, -0.499], [-2.456, 0.673, 0.269], [-3.023, 1.856, -0.509], [-1.335, 2.506, -1.085], [-1.481, -1.742, 0.979], [0.827, 0.368, -0.382], [0.753, 1.006, 0.151], [1.032, 0.314, -0.588], [-1.039, -0.948, 0.041], [0.334, -1.204, -1.067], [1.443, -0.677, 0.473], [0.407, -1.309, 0.633], [0.490, -0.756, 0.483], [1.232, 0.099, -0.397], [0.014, -0.023, 0.220]], "mulliken_charge": [-0.177, -0.736, -0.334, 0.223, -0.197, -0.203, -0.045, -0.410, 0.371, 0.431, 0.278, 0.307, 0.266, 0.291, 0.593, 0.342]}

---

{"formula": "C3H8NOS", "method": "wB97M-V/def2-TZVPD", "relative_energy_kcal_mol": 64.9, "smiles": "[O-]CNCCS", "total_energy_ha": -647.23607, "fmax_ha_per_bohr": 0.056, "lumo_energy_ha": 0.1213, "charge": -1, "species": ["C", "C", "S", "N", "C", "O", "H", "H", "H", "H", "H", "H", "H", "H"], "coordinates": [[-0.516934, 0.915383, -0.308328], [1.008618, 0.740148, 0.124966], [2.219481, 1.456855, -1.019012], [-1.413528, 0.126659, 0.570259], [-1.082049, -1.571111, 0.148122], [0.031341, -2.163773, 0.402002], [-0.620493, 0.482973, -1.330374], [-0.783886, 1.951911, -0.298327], [1.128062, 1.104832, 1.167740], [1.099561, -0.347422, -0.067461], [3.222859, 0.674781, -0.666918], [-1.094881, -0.098472, 1.587096], [-1.208046, -1.288879, -0.976287], [-1.990105, -1.983886, 0.666521]], "forces_ev_per_angstrom": [[1.194, -1.166, 1.474], [-1.541, -0.807, -0.641], [-0.351, 0.861, -0.201], [1.382, -2.193, 1.244], [-0.723, 1.033, -1.621], [-0.016, 0.625, 0.523], [-0.018, 0.462, 0.491], [-0.320, 0.819, -0.195], [0.123, -0.517, -0.709], [0.296, 0.437, 1.196], [0.410, -0.309, 0.088], [-0.060, 1.617, -2.102], [-0.538, -0.990, 0.991], [0.162, 0.130, -0.538]], "mulliken_charge": [-0.595, -0.316, -0.318, -0.672, -0.383, -0.777, 0.287, 0.338, 0.319, 0.224, 0.084, 0.288, 0.169, 0.354]}

---

{"formula": "C6H7N3O2", "method": "wB97M-V/def2-TZVPD", "relative_energy_kcal_mol": 65.3, "total_energy_ha": -547.48045, "fmax_ha_per_bohr": 0.082, "lumo_energy_ha": 0.0079, "charge": 0, "species": ["C", "C", "C", "C", "C", "C", "N", "N", "N", "O", "O", "H", "H", "H", "H", "H", "H", "H"], "coordinates": [[1.198487, -0.520782, -1.754252], [1.980959, -1.665045, -1.859754], [0.750629, -0.530319, -0.448731], [-0.370369, 1.647688, -0.218251], [-0.086471, 0.397935, 0.217194], [-1.127333, -0.320619, 1.816213], [1.951089, -2.378159, -0.786852], [1.232029, -1.695649, 0.072242], [-2.046731, 0.617887, 1.844049], [-0.795067, -1.321261, 2.412611], [-1.289698, 2.528307, 0.294030], [0.793111, -0.082697, -2.565656], [2.705310, -2.019994, -2.639162], [0.121755, 2.118307, -1.103456], [0.912699, -2.280529, 0.853328], [-2.049900, 1.496606, 1.221945], [-2.879421, 0.555607, 2.484893], [-1.001079, 3.452715, 0.159609]], "forces_ev_per_angstrom": [[0.892, -1.304, 1.754], [1.874, -0.687, -2.308], [-0.021, -0.648, -0.800], [1.765, -0.733, -1.184], [-2.919, 0.581, 2.966], [3.103, 0.483, -2.723], [0.993, -1.233, 0.702], [-0.904, -0.498, 1.735], [-2.879, 1.079, 1.108], [-1.080, 1.783, -0.975], [-0.165, 0.903, 0.217], [-0.888, 2.292, -2.214], [-1.291, 0.565, 0.419], [-0.051, -0.832, 0.640], [0.034, 1.347, -0.055], [0.330, -2.011, 1.290], [1.427, -0.245, -0.642], [-0.221, -0.843, 0.071]], "mulliken_charge": [-0.661, -0.361, 0.449, -0.163, -0.055, 0.549, -0.998, 0.376, -0.333, -0.561, -0.563, 0.382, 0.389, 0.352, 0.307, 0.300, 0.220, 0.370]}